1.
The following is a quantum chemistry calculation of a structure of composition C21H43O12Zn, from the Open Molecules 2025 dataset.

Atoms and positions in Å:
Zn 1.5672 -0.5896 5.7082
O 3.9399 -0.8577 7.4722
H 4.7676 -1.0882 7.9373
C 4.5060 4.1407 6.2444
O 4.4803 4.3683 4.8472
C 3.8636 3.4297 3.9817
O 3.3706 2.3385 4.2772
O 4.0396 3.8756 2.7045
C 3.6136 3.0961 1.5837
H 4.8866 3.1282 6.3792
H 3.5783 4.2523 6.8056
H 5.1669 4.8609 6.7268
H 2.6066 2.7080 1.7366
H 4.3655 2.3280 1.4030
H 3.6676 3.6368 0.6388
C 0.6453 -3.0927 9.8209
O -0.6871 -3.3882 9.3252
C -0.9527 -3.4142 8.0426
O -0.1743 -3.2046 7.1469
O -2.3278 -3.6074 7.9133
C -2.9784 -3.5616 6.6591
H 1.4252 -3.6651 9.3187
H 0.6598 -3.2369 10.9012
H 0.8706 -2.0379 9.6632
H -4.0062 -3.9069 6.7702
H -2.4245 -4.1762 5.9495
H -3.0260 -2.5483 6.2603
C -1.8425 3.0491 9.1094
C -0.4238 2.6306 9.3678
O 0.2990 2.1566 8.5250
C 0.0387 2.9622 10.7864
H -2.1771 3.8834 9.7260
H -2.4786 2.1990 9.3558
H -1.8196 3.3063 8.0504
H -0.3936 2.2756 11.5143
H -0.2705 3.9863 10.9951
H 1.1110 2.7668 10.7946
C 5.0402 -2.1853 1.5675
C 4.0356 -3.0831 2.2390
O 3.2833 -2.6428 3.1278
C 3.8610 -4.5466 1.8595
H 5.3860 -1.3535 2.1812
H 4.6213 -1.8531 0.6176
H 5.8728 -2.8200 1.2644
H 3.2378 -5.0476 2.6002
H 4.8263 -5.0480 1.7884
H 3.4182 -4.6312 0.8671
C 8.1671 1.4688 12.6372
C 6.6749 1.2247 12.8399
O 6.1787 1.7359 13.8015
C 5.9114 0.4332 11.8092
H 8.2818 2.2586 11.8948
H 8.5338 0.6012 12.0887
H 8.6886 1.7539 13.5509
H 5.9250 0.8994 10.8241
H 4.9004 0.3259 12.2024
H 6.3855 -0.5478 11.8378
C 4.1332 -6.3985 6.9092
C 3.5904 -7.7695 6.5904
O 4.1656 -8.5077 5.8857
C 2.2089 -8.1042 7.1793
H 3.3105 -5.7127 7.1116
H 4.8104 -6.0857 6.1145
H 4.6150 -6.4231 7.8866
H 1.9472 -7.4989 8.0472
H 2.1228 -9.1770 7.3521
H 1.4380 -7.8776 6.4428
C 8.9982 -1.3164 6.9896
C 9.2920 0.1990 6.8927
O 9.9158 0.7907 7.7952
C 8.6866 0.9728 5.7306
H 9.8060 -1.8389 6.4773
H 8.1274 -1.6510 6.4259
H 8.8044 -1.4762 8.0503
H 9.0318 1.9988 5.8573
H 7.6246 1.0678 5.9571
H 8.8064 0.4566 4.7781

Calculated values
Multiplicity: 1
HOMO level, eV: -11.0
Lowest unoccupied orbital energy, eV: -8.731
Net charge: +1



2.
The following is a quantum chemistry calculation of a cluster of 3 separate species, C21H44Br2N6O4P2 in total, from the Open Molecules 2025 dataset.

Atoms and positions in Å:
C 0.1826 -0.8021 -6.7649
C 0.9174 0.0923 -7.4128
C 1.7711 1.3654 -7.9789
C 0.6074 2.0948 -8.8937
O -0.1063 1.6182 -9.8246
O 0.3909 3.4826 -8.4832
C 0.7736 3.6985 -7.0924
C 1.7325 2.4238 -6.7535
C 3.1016 2.9817 -6.1233
Br 4.1378 4.4715 -7.0025
C 3.6412 2.4625 -4.8752
C 2.9029 1.2542 -4.0571
Br 5.3164 3.1792 -4.0610
H -0.4006 -1.4749 -6.0232
H 2.7723 1.1184 -8.4828
H 1.2522 4.7466 -7.1293
H -0.0496 3.6360 -6.2691
H 1.0908 1.8612 -5.9729
H 2.6513 0.4548 -4.8692
H 3.5529 0.8289 -3.2112
H 1.8772 1.6651 -3.7049
C 1.0319 -1.3354 1.5389
N 1.8458 -1.4260 0.3493
C 1.0057 -1.8390 -0.7808
P 3.5148 -1.7016 0.1157
O 3.5687 -0.5581 -0.9229
N 4.5861 -0.8210 1.1579
C 4.3554 -0.3522 2.5167
C 5.4361 0.2016 0.5098
N 3.4959 -3.0521 1.2703
C 3.1619 -4.3167 0.6096
C 3.1240 -3.1772 2.6663
H 0.6127 -2.3093 1.8179
H 0.1833 -0.6623 1.3751
H 1.5520 -0.9205 2.3964
H 0.9643 -2.9303 -0.8600
H 1.3935 -1.4506 -1.7268
H -0.0207 -1.4680 -0.6970
H 3.3246 -0.0566 2.6976
H 4.9470 0.5353 2.7739
H 4.6969 -1.0994 3.2372
H 4.8735 1.1290 0.3263
H 5.8438 -0.1562 -0.4390
H 6.3057 0.4557 1.1240
H 2.0808 -4.4292 0.4824
H 3.5304 -5.1811 1.1724
H 3.6286 -4.3688 -0.3849
H 2.1324 -3.6270 2.7920
H 3.1060 -2.2622 3.2442
H 3.8374 -3.8410 3.1706
C -5.6363 0.6446 1.9396
N -4.2588 0.2593 2.1371
C -3.8348 -0.6045 1.0291
P -3.2921 0.1222 3.5384
O -2.1406 0.8534 2.8112
N -3.4188 1.4230 4.6795
C -4.5572 2.2877 4.9539
C -2.2143 2.2647 4.8490
N -4.5882 -0.7559 4.3787
C -4.5022 -2.1985 4.1360
C -5.9690 -0.4484 4.6977
H -6.3078 -0.2215 1.9627
H -5.7664 1.1183 0.9605
H -5.9922 1.3811 2.6530
H -4.0448 -1.6563 1.2497
H -2.7614 -0.5112 0.8412
H -4.3320 -0.3521 0.0872
H -5.1551 2.5003 4.0707
H -4.2680 3.2746 5.3364
H -5.1613 1.8714 5.7638
H -2.1266 3.0023 4.0376
H -1.3028 1.6623 4.8768
H -2.2314 2.8124 5.7965
H -4.9570 -2.4719 3.1790
H -4.9965 -2.7754 4.9250
H -3.4524 -2.5263 4.1195
H -6.6714 -0.9421 4.0162
H -6.2432 0.5986 4.6930
H -6.1960 -0.8173 5.7057

Calculated values
Multiplicity: 1
HOMO level, eV: -7.6
Lowest unoccupied orbital energy, eV: -1.645
SMILES: C#C[C@H]1C(=O)OC[C@@H]1/C(Br)=C(\C)Br.CN(C)P(=O)(N(C)C)N(C)C.CN(C)P(=O)(N(C)C)N(C)C



3.
The following is a quantum chemistry calculation of a structure of composition C21H44GeN4O7SSi3Y, from the Open Molecules 2025 dataset.

Atoms and positions in Å:
Y 0.0808 0.6811 0.3486
N -0.1346 -1.9320 -0.0067
C -1.5396 -2.2269 -0.3728
C -2.4973 -1.1966 0.2008
O -3.6445 -1.4682 0.4360
O -1.9556 0.0029 0.3870
H 0.4953 -2.4887 -0.5784
H 0.0327 -2.2749 0.9366
H -1.8639 -3.2141 -0.0558
H -1.6322 -2.1797 -1.4581
C -1.1116 3.0860 4.4118
C -0.5410 2.4185 3.2077
N -1.1705 1.5911 2.4639
O -2.4794 1.3521 2.7708
C 0.8575 2.6846 2.7464
C 1.9015 3.3775 3.5455
N 1.0672 2.2345 1.5683
O 2.2211 2.2210 0.9439
H -2.1570 2.8254 4.5381
H -1.0173 4.1695 4.3192
H -0.5585 2.7823 5.3037
H -2.7576 0.7672 2.0357
H 1.4642 4.0882 4.2455
H 2.5838 3.8952 2.8728
H 2.4958 2.6583 4.1179
C -0.7903 4.6378 0.1437
Si -1.1976 3.8004 -1.4691
C -2.9213 3.0950 -1.3688
C -1.0471 4.9895 -2.8859
Ge 0.3615 2.0107 -1.9770
Si -0.4554 0.5672 -3.7341
C -0.5339 1.5599 -5.3069
C -2.1768 -0.0190 -3.3161
C 0.7377 -0.8511 -3.9239
Si 2.4478 3.0439 -2.5807
C 2.7567 4.4815 -1.4471
C 3.7579 1.7346 -2.3652
C 2.3978 3.6074 -4.3584
H -1.2591 5.6272 0.1721
H 0.2853 4.7598 0.2965
H -1.1918 4.0496 0.9755
H -3.5806 3.8097 -0.8642
H -2.9404 2.1598 -0.8011
H -3.3381 2.8919 -2.3601
H -1.8707 5.7071 -2.8053
H -1.1231 4.4888 -3.8558
H -0.1020 5.5380 -2.8571
H -1.3438 2.2948 -5.2765
H -0.7354 0.8615 -6.1272
H 0.3984 2.0836 -5.5261
H -2.9109 0.7514 -3.5697
H -2.3041 -0.2422 -2.2564
H -2.4215 -0.9185 -3.8907
H 1.6373 -0.5279 -4.4567
H 0.2740 -1.6560 -4.5028
H 1.0555 -1.2666 -2.9631
H 2.7646 4.1270 -0.4129
H 1.9929 5.2582 -1.5512
H 3.7286 4.9324 -1.6722
H 3.7337 1.3365 -1.3463
H 4.7553 2.1530 -2.5367
H 3.6107 0.9099 -3.0687
H 1.4777 4.1420 -4.6143
H 2.5029 2.7570 -5.0382
H 3.2401 4.2860 -4.5323
N 1.8648 -0.4607 1.8745
C 2.3145 -1.7507 1.4111
C 2.1075 -2.9018 2.1431
C 2.3781 -4.1420 1.5600
C 2.8593 -4.2133 0.2619
C 3.1128 -3.0393 -0.4483
C 2.8357 -1.8120 0.1238
S 3.1354 -5.7860 -0.5591
O 2.2980 -5.6715 -1.7446
O 2.6930 -6.7682 0.4140
O 4.5605 -5.7793 -0.8329
H 1.6380 -0.4548 2.8620
H 2.5633 0.2669 1.7181
H 1.6982 -2.8396 3.1485
H 2.1979 -5.0682 2.0928
H 3.5004 -3.1159 -1.4581
H 3.0041 -0.8887 -0.4322

Calculated values
Energy relative to the best compared isomer or geometry (same formula, charge and spin), kcal/mol: 41.02
Multiplicity: 2
HOMO level (spin up / spin down), eV: -7.6 / -7.6
Lowest unoccupied orbital energy (spin up / spin down), eV: -1.133 / -3.345
<S²>: 0.753



4.
The following is a quantum chemistry calculation of a structure of composition C21H44HfN3OP2, from the Open Molecules 2025 dataset.

Atoms and positions in Å:
Hf 0.0541 0.1280 -0.4161
P 0.2196 -1.9358 -1.6742
P 0.4736 2.4765 0.0781
N 0.6859 0.8896 -2.5733
C 1.1642 -1.4413 -3.1765
H 1.9923 -2.1524 -3.2951
H 0.4928 -1.5860 -4.0395
C 1.7082 -0.0172 -3.1759
H 2.6184 0.0716 -2.5649
H 1.9443 0.3330 -4.1947
C 0.9410 2.3785 -2.6848
H -0.0266 2.8421 -2.9041
H 1.6125 2.5520 -3.5283
C 1.5129 2.9209 -1.3722
H 1.5877 4.0154 -1.4226
H 2.5254 2.5234 -1.1990
C 1.2839 2.9099 1.6103
C 2.0968 1.8041 2.3097
H 3.0508 1.6029 1.8239
H 1.5312 0.8591 2.3585
H 2.2958 2.1035 3.3491
C -1.1024 3.3756 -0.0938
C -2.1255 2.9408 0.9770
H -3.1142 2.8394 0.5241
H -2.1997 3.6753 1.7841
H -1.8498 1.9662 1.4098
C -1.3902 -2.5323 -2.2275
C -2.0369 -3.3978 -1.1428
H -3.1170 -3.5221 -1.3126
H -1.8971 -2.9537 -0.1590
H -1.5946 -4.4020 -1.1512
C 1.2036 -3.2443 -0.8927
C 0.7596 -3.6320 0.5184
H 1.5542 -4.2089 1.0134
H -0.1489 -4.2501 0.5216
H 0.5642 -2.7519 1.1406
C 2.0002 -0.1915 0.0877
O 3.1648 -0.4594 0.4243
C -0.8409 4.9049 -0.0581
H 0.1811 5.1396 0.2363
H -1.0314 5.3595 -1.0374
H -1.5231 5.3781 0.6573
C -1.1241 -3.3316 -3.5106
H -1.6690 -4.2819 -3.4749
H -1.4486 -2.7745 -4.3854
H -0.0631 -3.5666 -3.6345
C 1.2695 -4.4491 -1.8392
H 1.9115 -5.2221 -1.3979
H 0.2839 -4.8942 -1.9952
H 1.6948 -4.1877 -2.8110
C 0.2508 3.5213 2.5513
H -0.5548 2.8160 2.7977
H 0.7174 3.8054 3.4992
H -0.1956 4.4032 2.1083
H 1.9854 3.6894 1.2800
H 2.2036 -2.7932 -0.8063
H -1.5015 3.0938 -1.0735
H -2.0563 -1.6754 -2.4547
H -0.2249 0.7017 -3.0139
H -1.3962 0.4941 -0.9418
C -1.4053 -0.0503 5.2544
N -1.2398 -0.5313 3.8776
C -1.6791 -1.7755 3.4074
C -1.3427 -1.8266 2.1174
N -0.6772 -0.6402 1.7230
C -0.6581 0.0954 2.8337
H -2.4711 -0.0100 5.5041
H -0.8978 -0.7326 5.9444
H -0.9716 0.9421 5.3349
H -2.1690 -2.4919 4.0126
H -1.5437 -2.7121 1.5639
H -0.2483 1.0733 3.0009

Calculated values
Multiplicity: 1
HOMO level, eV: -18.4
Lowest unoccupied orbital energy, eV: -12.017
Net charge: +3



| no. | F_max (eV Å⁻¹) |
| --- | --- |
| 1 | 3.3 |
| 2 | 9.4 |
| 3 | 2.9 |
| 4 | 17.8 |